Here is 2 unconnected molecules or ions with the total composition C5H14NO2 at a distorted geometry from the Open Molecules 2025 dataset. Energies are from wB97M-V/def2-TZVPD.

Results
E_HOMO (alpha / beta)	-0.4031 / -0.5514	Ha
ΔE to the lowest compared entry with this formula, charge and spin	0.0	kcal per mole
Kohn-Sham gap (alpha / beta)	8.0 / 10.3	eV
calculated total energy	-403.76741	Eh

```
! wB97M-V def2-TZVPD RIJCOSX def2/J DEFGRID3
* xyz 1 3
O -2.7618 0.1815 0.3365
O 0.3745 -1.6323 1.0969
N -0.4070 0.7347 1.4657
C 1.3721 -1.3412 -1.1198
C -2.2657 0.0786 -0.9122
C 1.1312 -0.7527 0.2655
C 0.9553 1.7814 -0.3488
C 0.3761 0.5500 0.2397
H -3.0647 -0.6813 0.6593
H -1.4494 0.7142 1.2466
H 0.2332 2.5948 -0.3352
H 0.7595 -2.5134 1.0424
H 0.4263 -1.5247 -1.6218
H 2.1191 -0.5895 0.7435
H -2.1878 -0.8761 -1.3950
H 1.9191 -2.2784 -1.0364
H 1.8458 2.1092 0.2000
H 1.2551 1.6101 -1.3780
H -0.1921 1.5989 1.9761
H -2.1718 0.9989 -1.4545
H 1.9652 -0.6584 -1.7192
H -0.2323 -0.1042 2.0486
*
```